No. 1
The following is a DFT calculation (ωB97M-V/def2-TZVPD) of a structure of composition C5H7N2.

Kohn-Sham gap = 9.51 eV
relative energy (zero: lowest compared OMol25 entry of this formula, charge and spin) = 142.7 kcal/mol
LUMO level = -7.13 eV
E_tot = -8266.589 eV
charge = +1
spin multiplicity = 1
HOMO level = -16.64 eV

Last column: Löwdin charge in e.
Cartesian coordinates (Å):
H -0.6971 -1.7321 0.9385  0.1128
C 1.1580 0.1896 0.1386  -0.1751
C -0.9509 -0.7478 1.2602  0.0373
C 0.6701 0.9428 -1.0851  -0.0557
H -0.1117 1.7688 -1.0458  0.1176
C 1.8529 1.1551 1.7819  0.0424
H -1.5578 0.0184 0.6954  0.1517
N 2.2437 1.1955 0.6623  0.2122
C 0.2827 -0.0077 1.4581  -0.2296
N 0.8429 0.6028 2.4322  0.2331
H 1.6048 1.3782 -1.6149  0.1237
H 1.8952 -0.6674 -0.0988  0.2054
H -1.3632 -0.9189 2.2108  0.0897
H 0.3161 0.1713 -1.8986  0.1344



No. 2
The following is a DFT calculation (ωB97M-V/def2-TZVPD) of the ion C5H7N2 with charge +1.

Kohn-Sham gap = 6.35 eV
relative energy (zero: lowest compared OMol25 entry of this formula, charge and spin) = 222.5 kcal/mol
LUMO level = -6.42 eV
E_tot = -8263.131 eV
charge = +1
spin multiplicity = 1
HOMO level = -12.78 eV

Last column: Löwdin charge in e.
Cartesian coordinates (Å):
H -1.1135 2.0309 -1.7015  0.1630
H -1.4691 2.9839 0.0263  0.1614
C -0.3555 -1.3355 0.5515  0.0253
N -0.5058 1.0646 -0.0259  0.1534
C 0.1292 -0.1032 0.0335  -0.2202
C 1.3918 -0.9769 -1.7087  -0.2757
C 1.5330 -1.5457 -2.7692  -0.0090
C -1.0937 2.0385 -0.5428  0.1519
H 0.0575 -1.5927 1.5646  0.1494
H 1.9187 0.7199 -0.5572  0.1319
H -1.4547 -1.3817 0.4649  0.1347
H 0.0883 -2.1498 -0.0186  0.1098
N 1.4740 -0.0981 -0.4829  0.1327
H 2.0640 -0.5340 0.2147  0.1914



No. 3
The following is a DFT calculation (ωB97M-V/def2-TZVPD) of the ion C5H7N2 with charge +1.

Kohn-Sham gap = 9.45 eV
relative energy (zero: lowest compared OMol25 entry of this formula, charge and spin) = 149.8 kcal/mol
LUMO level = -6.42 eV
SMILES = CC1=[N+](CC#N)C1
E_tot = -8266.280 eV
charge = +1
spin multiplicity = 1
HOMO level = -15.87 eV

Last column: Löwdin charge in e.
Cartesian coordinates (Å):
C 1.1503 -1.1843 0.5366  -0.0837
H -1.1299 1.1672 1.7797  0.1092
N -0.0314 -0.2162 -1.0897  0.0578
C 0.8708 -1.3809 -0.8289  -0.0752
C 0.3995 1.1546 -0.7604  0.0179
H 0.3349 -2.3052 -1.0580  0.1451
C -1.3973 0.4619 1.0769  0.0261
H 1.3485 1.3546 -0.3834  0.1335
C -0.4204 0.4426 0.1492  -0.1848
N 0.9569 -0.5112 1.4591  0.2497
H -2.2553 0.8480 0.5883  0.1488
H 0.0003 1.8710 -1.3427  0.1136
H 1.7368 -1.1284 -1.5719  0.1915
H -1.5636 -0.5737 1.4452  0.1503



No. 4
The following is a DFT calculation (ωB97M-V/def2-TZVPD) of a structure of composition C5H7N2.

Kohn-Sham gap = 9.56 eV
relative energy (zero: lowest compared OMol25 entry of this formula, charge and spin) = 152.0 kcal/mol
LUMO level = -6.75 eV
E_tot = -8266.187 eV
charge = +1
spin multiplicity = 1
HOMO level = -16.32 eV

Last column: Löwdin charge in e.
Cartesian coordinates (Å):
H 0.3823 -0.1610 -1.8851  0.1895
H -1.2275 -1.8886 -0.3299  0.1438
C 0.2890 -0.6479 0.4023  -0.2467
C -1.0136 -1.3772 0.6900  0.0351
H -1.8787 -0.8001 0.8376  0.0743
N 2.1517 0.7901 -0.5520  0.2786
N 1.3224 -0.6738 1.1900  0.2274
H -1.1603 1.5021 -1.1620  0.1370
H -0.9552 -2.0569 1.5908  0.1309
C 0.5838 0.2150 -0.8614  -0.1560
C 2.0609 0.1793 0.4739  -0.0129
H -0.6012 1.2554 0.5068  0.0969
C -0.2588 1.2900 -0.5318  -0.0887
H 0.3052 2.3737 -0.3691  0.1908